[1]
# C39H47N7O4ReS2

A molecular structure, C39H47N7O4ReS2 in a non-equilibrium geometry (ωB97M-V/def2-TZVPD, the Open Molecules 2025 dataset).

- Total charge: +2
- Kohn-Sham gap (alpha / beta): 6.39 / 6.93 eV
- Spin multiplicity: 2
- Max |F|: 1.2 eV Å⁻¹
- Energy above the lowest of the compared OMol25 structures with the same formula, charge and spin: 5.38 kcal/mol

XYZ file:
```
100
C39H47N7O4ReS2 ωB97M-V/def2-TZVPD
Re -0.57 0.92 0.51
C 4.61 -2.04 2.73
C 3.23 -1.93 3.37
N 2.59 -0.61 3.11
C 2.57 0.34 4.23
C 3.93 0.95 4.51
C 1.99 -0.41 1.96
S 1.37 1.26 1.62
N 1.97 -1.40 1.07
C 1.00 -1.63 0.24
O -0.18 -1.09 0.26
C 1.20 -2.66 -0.82
C 0.11 -3.14 -1.54
C 0.31 -4.06 -2.56
C 1.59 -4.51 -2.86
C 2.68 -4.05 -2.12
C 2.48 -3.13 -1.10
H 4.94 -3.08 2.77
H 5.35 -1.43 3.24
H 4.58 -1.74 1.68
H 3.28 -2.03 4.45
H 2.58 -2.71 2.99
H 2.19 -0.21 5.09
H 1.83 1.10 4.01
H 4.69 0.19 4.71
H 3.87 1.58 5.40
H 4.27 1.57 3.68
H -0.89 -2.82 -1.29
H -0.55 -4.45 -3.11
H 1.74 -5.23 -3.65
H 3.67 -4.41 -2.34
H 3.32 -2.78 -0.51
C -4.88 1.35 -2.89
C -4.49 0.14 -2.03
C -3.27 0.40 -1.24
N -2.33 0.61 -0.63
H -5.79 1.11 -3.44
H -4.10 1.59 -3.61
H -5.08 2.23 -2.27
H -4.27 -0.72 -2.66
H -5.27 -0.13 -1.33
O -0.53 -0.07 3.80
C -1.46 -0.27 3.08
O -1.69 0.57 1.99
C -2.45 -1.35 3.25
C -2.86 -1.69 4.54
C -3.78 -2.71 4.72
C -4.27 -3.40 3.62
C -3.85 -3.07 2.34
C -2.96 -2.03 2.15
H -2.45 -1.15 5.39
H -4.10 -2.97 5.72
H -4.98 -4.20 3.77
H -4.23 -3.63 1.49
H -2.63 -1.77 1.15
N -0.50 5.51 1.31
C -0.70 4.24 1.59
S -1.23 3.21 0.28
N -0.61 3.80 2.84
C -0.27 4.59 3.99
C -1.01 5.72 4.30
C -0.67 6.47 5.42
C 0.39 6.09 6.22
C 1.11 4.94 5.91
C 0.79 4.19 4.79
H -0.57 5.82 0.35
H -0.23 6.18 2.02
H -0.69 2.80 2.95
H -1.89 5.99 3.72
H -1.25 7.35 5.67
H 0.65 6.67 7.09
H 1.93 4.63 6.54
H 1.35 3.30 4.53
C 1.90 -1.13 -6.95
C 1.45 -1.67 -5.61
N -0.01 -1.62 -5.41
C -0.84 -2.57 -6.19
C -1.50 -1.92 -7.39
C -0.63 -0.87 -4.50
O -1.84 -0.93 -4.26
C 0.15 0.13 -3.68
C 0.96 1.14 -4.14
C 1.47 2.07 -3.23
C 1.13 1.98 -1.90
N 0.31 1.00 -1.46
C -0.14 0.09 -2.33
H 2.99 -1.08 -6.99
H 1.51 -0.12 -7.12
H 1.57 -1.76 -7.77
H 1.93 -1.14 -4.79
H 1.75 -2.72 -5.50
H -1.60 -2.96 -5.52
H -0.18 -3.39 -6.48
H -2.19 -1.14 -7.07
H -2.07 -2.67 -7.94
H -0.77 -1.48 -8.07
H 1.18 1.23 -5.20
H 2.12 2.87 -3.55
H 1.50 2.67 -1.17
H -0.78 -0.68 -1.95
```

[2]
# C4H3NO4

2 unconnected molecules or ions with the total composition C4H3NO4 in a non-equilibrium geometry (ωB97M-V/def2-TZVPD, the Open Molecules 2025 dataset).

- Kohn-Sham gap (alpha / beta): 8.27 / 8.85 eV
- Spin multiplicity: 1
- Max |F|: 3.3 eV Å⁻¹
- Energy above the lowest of the compared OMol25 structures with the same formula, charge and spin: 156.12 kcal/mol

XYZ file:
```
12
C4H3NO4 ωB97M-V/def2-TZVPD
C 0.45 0.11 0.13
C 0.04 -0.78 1.05
C -0.74 0.87 -0.28
C -1.79 0.29 0.57
N -3.96 -0.21 -0.15
O -4.03 -1.34 -0.47
O -4.69 0.72 -0.09
O -1.29 -0.73 1.33
O -1.39 1.56 0.82
H 1.43 0.20 -0.29
H 0.60 -1.53 1.59
H -0.88 1.32 -1.25
```

[3]
# C4H8O2

A molecular structure, C4H8O2 (ωB97M-V/def2-TZVPD, the Open Molecules 2025 dataset).

- Kohn-Sham gap: 9.02 eV
- Spin multiplicity: 1
- Max |F|: 0.4 eV Å⁻¹
- Energy above the lowest of the compared OMol25 structures with the same formula, charge and spin: 137.04 kcal/mol

XYZ file:
```
14
C4H8O2 ωB97M-V/def2-TZVPD
C -1.19 0.47 -0.89
C 0.17 0.66 0.37
O 0.42 1.93 0.58
C 0.03 -0.48 1.33
C 1.12 -0.50 0.27
O 1.01 -1.53 -0.67
H -2.15 0.39 -0.39
H -0.81 -0.50 -1.22
H -1.23 1.12 -1.77
H -0.58 1.47 -0.31
H 0.29 -0.28 2.37
H -0.76 -1.21 1.18
H 2.13 -0.24 0.58
H 1.56 -1.29 -1.43
```

[4]
# C6H14Cl4OSi2

A single C6H14Cl4OSi2 molecule in a non-equilibrium geometry (ωB97M-V/def2-TZVPD, the Open Molecules 2025 dataset).

- Kohn-Sham gap: 8.65 eV
- Spin multiplicity: 1
- Max |F|: 7.8 eV Å⁻¹

XYZ file:
```
27
C6H14Cl4OSi2 ωB97M-V/def2-TZVPD
Cl 1.47 -2.48 -0.76
Cl 0.13 -2.35 1.80
Cl 3.15 1.06 1.90
Cl 0.53 0.48 2.99
O -0.43 0.67 -1.17
C -1.91 -1.33 -1.87
C -2.27 -0.24 0.82
C 2.30 0.86 -1.21
C 0.27 2.64 0.58
C -0.07 -2.32 0.08
C 1.59 0.25 1.57
Si -0.90 -0.70 -0.36
Si 0.79 0.93 -0.05
H -2.43 -2.27 -1.58
H -1.32 -1.56 -2.76
H -2.66 -0.63 -2.21
H -2.34 -1.06 1.53
H -2.01 0.65 1.38
H -3.24 -0.16 0.35
H 2.04 0.70 -2.25
H 2.81 1.82 -1.08
H 3.02 0.09 -0.87
H -0.78 2.74 0.38
H 0.79 3.38 -0.03
H 0.41 2.78 1.64
H -0.67 -3.16 -0.27
H 1.77 -0.80 1.46
```

[5]
# C2H3NS2

A molecular structure, C2H3NS2 in a non-equilibrium geometry (ωB97M-V/def2-TZVPD, the Open Molecules 2025 dataset).

- Kohn-Sham gap: 8.06 eV
- Spin multiplicity: 1
- Max |F|: 3.6 eV Å⁻¹
- Energy above the lowest of the compared OMol25 structures with the same formula, charge and spin: 54.64 kcal/mol

XYZ file:
```
8
C2H3NS2 ωB97M-V/def2-TZVPD
C -0.91 0.12 0.38
C 0.98 0.42 0.18
N -2.03 0.31 -0.13
S 1.60 1.86 0.00
S 1.78 -1.09 -0.08
H -0.88 -0.66 1.11
H -2.00 0.83 -1.07
H 2.95 -0.63 -0.63
```

[6]
# C12H24N4ORbSeV

A molecular structure, C12H24N4ORbSeV in a non-equilibrium geometry (ωB97M-V/def2-TZVPD, the Open Molecules 2025 dataset).

- Total charge: +2
- Kohn-Sham gap (alpha / beta): 5.71 / 5.69 eV
- Spin multiplicity: 1
- Max |F|: 7.3 eV Å⁻¹
- Energy above the lowest of the compared OMol25 structures with the same formula, charge and spin: 15.07 kcal/mol

XYZ file:
```
44
C12H24N4ORbSeV ωB97M-V/def2-TZVPD
N -1.77 -0.90 -0.12
C -2.66 -1.80 -0.28
O -3.76 -2.19 0.20
Rb -2.84 -0.97 2.41
V -0.28 0.06 -0.17
N -0.17 1.76 -0.91
N 0.78 -0.99 -1.16
C -0.59 2.21 -2.26
C 0.53 -2.21 -1.96
C -0.69 3.73 -2.38
C 0.50 1.82 -3.26
C -1.92 1.57 -2.64
C 0.28 -3.36 -1.00
C 1.73 -2.60 -2.82
C -0.65 -1.97 -2.89
H -1.43 4.15 -1.69
H -1.04 4.00 -3.39
H 0.26 4.25 -2.19
H 1.44 2.37 -3.09
H 0.16 2.00 -4.28
H 0.73 0.76 -3.18
H -1.77 0.52 -2.88
H -2.28 2.09 -3.52
H -2.66 1.68 -1.83
H 1.16 -3.53 -0.37
H 0.13 -4.26 -1.59
H -0.61 -3.18 -0.39
H 2.60 -2.90 -2.24
H 2.04 -1.81 -3.51
H 1.43 -3.46 -3.41
H -0.82 -2.92 -3.42
H -0.41 -1.19 -3.62
H -1.55 -1.72 -2.32
C 0.84 2.62 -0.26
H 1.08 2.25 0.73
H 1.82 2.64 -0.76
H 0.61 3.70 -0.18
C 2.18 -0.76 -0.79
H 2.30 -0.04 0.01
H 2.66 -1.70 -0.44
H 2.75 -0.38 -1.65
Se -0.12 0.21 4.59
C 0.00 0.30 2.86
N -0.03 0.18 1.66
```

[7]
# C2H3FOS

A single C2H3FOS molecule in a non-equilibrium geometry (ωB97M-V/def2-TZVPD, the Open Molecules 2025 dataset).

- Kohn-Sham gap: 9.32 eV
- Spin multiplicity: 1
- Max |F|: 2.2 eV Å⁻¹
- Energy above the lowest of the compared OMol25 structures with the same formula, charge and spin: 19.45 kcal/mol

XYZ file:
```
8
C2H3FOS ωB97M-V/def2-TZVPD
O -1.46 0.21 -0.40
C -0.10 0.22 -0.51
S 0.85 0.65 -1.76
C 0.50 -0.30 0.81
F 1.25 -1.40 0.52
H -1.84 0.53 -1.25
H 1.19 0.52 1.08
H -0.38 -0.42 1.52
```

[8]
# C28H48AuFN2Se2Si4

A molecular structure, C28H48AuFN2Se2Si4 in a non-equilibrium geometry (ωB97M-V/def2-TZVPD, the Open Molecules 2025 dataset).

- Total charge: -2
- Kohn-Sham gap: 5.73 eV
- Spin multiplicity: 1
- Max |F|: 1.0 eV Å⁻¹
- Energy above the lowest of the compared OMol25 structures with the same formula, charge and spin: 32.61 kcal/mol

XYZ file:
```
86
C28H48AuFN2Se2Si4 ωB97M-V/def2-TZVPD
Au 0.81 0.09 -0.10
C 0.20 -3.47 -0.79
C 1.07 -3.40 0.47
C 1.81 -4.72 0.69
C 0.22 -3.00 1.67
C -0.78 -3.87 2.11
C -1.62 -3.52 3.15
C -1.48 -2.29 3.75
C -0.49 -1.39 3.35
C -0.42 -0.04 4.06
C -0.51 1.18 3.14
C 0.80 0.06 4.98
C 0.38 -1.75 2.30
N 1.36 -0.81 1.87
C 2.66 -1.05 2.21
C 3.13 -2.18 2.93
C 4.47 -2.33 3.28
C 5.42 -1.38 2.94
C 4.98 -0.23 2.27
C 3.66 -0.09 1.95
F 3.27 1.08 1.39
H 0.83 -3.60 -1.68
H -0.38 -2.55 -0.91
H -0.50 -4.31 -0.73
H 1.82 -2.62 0.30
H 1.11 -5.55 0.85
H 2.48 -4.67 1.55
H 2.42 -4.96 -0.19
H -0.91 -4.82 1.61
H -2.42 -4.19 3.46
H -2.16 -1.99 4.55
H -1.31 -0.02 4.70
H 0.45 1.36 2.64
H -0.77 2.07 3.72
H -1.26 1.03 2.36
H 1.72 0.08 4.39
H 0.86 -0.79 5.66
H 0.76 0.98 5.57
H 2.40 -2.93 3.22
H 4.77 -3.22 3.82
H 6.46 -1.50 3.20
H 5.67 0.56 2.00
Se -4.63 -1.87 1.10
C -3.02 -1.16 0.68
N -2.00 -0.67 0.37
Se 2.64 -0.42 -1.66
C -0.28 4.12 -3.90
Si 0.67 2.83 -2.89
C 1.76 3.85 -1.74
C 1.80 2.02 -4.15
Si -0.59 1.28 -1.64
Si -2.17 2.59 -0.54
C -1.27 3.90 0.47
C -3.18 3.52 -1.84
C -3.48 1.85 0.57
Si -1.51 -0.12 -3.29
C -2.89 -1.28 -2.81
C -0.18 -1.15 -4.10
C -2.23 0.96 -4.67
H 0.43 4.64 -4.56
H -0.75 4.86 -3.26
H -1.06 3.67 -4.52
H 2.49 4.43 -2.31
H 2.30 3.19 -1.04
H 1.15 4.54 -1.14
H 2.55 2.74 -4.50
H 1.22 1.67 -5.01
H 2.32 1.16 -3.71
H -0.99 4.75 -0.15
H -0.35 3.50 0.92
H -1.91 4.26 1.29
H -2.56 4.19 -2.44
H -3.94 4.13 -1.33
H -3.69 2.83 -2.52
H -3.06 1.31 1.42
H -4.11 1.12 0.04
H -4.11 2.66 0.94
H -2.57 -2.02 -2.08
H -3.24 -1.80 -3.71
H -3.74 -0.75 -2.35
H 0.54 -1.52 -3.36
H 0.40 -0.56 -4.82
H -0.62 -2.01 -4.61
H -3.00 1.65 -4.29
H -2.69 0.32 -5.44
H -1.45 1.56 -5.15
```

[9]
# C3H5NO3

A single C3H5NO3 molecule in a non-equilibrium geometry (ωB97M-V/def2-TZVPD, the Open Molecules 2025 dataset).

- Kohn-Sham gap: 10.87 eV
- Spin multiplicity: 1
- Max |F|: 4.7 eV Å⁻¹
- Energy above the lowest of the compared OMol25 structures with the same formula, charge and spin: 141.64 kcal/mol

XYZ file:
```
12
C3H5NO3 ωB97M-V/def2-TZVPD
C -0.82 1.02 0.61
C 0.12 -0.21 0.06
N 1.44 0.29 -0.15
O 2.28 -0.46 0.29
O 1.67 1.36 -0.69
C -0.38 -1.31 -0.72
O 0.10 -1.50 0.61
H -0.44 2.01 0.11
H -0.71 1.10 1.61
H -1.98 1.03 0.47
H -1.43 -1.46 -0.73
H 0.16 -1.87 -1.45
```

[10]
# C7H11N

A single C7H11N molecule in a non-equilibrium geometry (ωB97M-V/def2-TZVPD, the Open Molecules 2025 dataset).

- Kohn-Sham gap: 9.71 eV
- Spin multiplicity: 1
- Max |F|: 4.6 eV Å⁻¹
- Energy above the lowest of the compared OMol25 structures with the same formula, charge and spin: 61.42 kcal/mol

XYZ file:
```
19
C7H11N ωB97M-V/def2-TZVPD
C 2.17 -0.50 -1.09
C 1.42 -0.25 -0.01
N 1.70 -0.21 1.32
C 0.73 0.18 2.04
C -0.49 0.61 1.32
C -0.38 0.02 -0.11
C -0.87 1.08 -1.12
C -1.12 -1.35 -0.28
H 3.21 -0.66 -1.15
H 1.76 -0.43 -2.11
H 0.92 0.38 3.02
H -1.38 0.38 1.87
H -0.43 1.71 1.28
H -0.89 0.65 -2.12
H -0.26 2.06 -1.08
H -1.92 1.32 -0.82
H -2.13 -1.03 -0.48
H -1.22 -1.82 0.71
H -0.81 -2.14 -1.20
```

[11]
# C3H4N2O

A single C3H4N2O molecule (ωB97M-V/def2-TZVPD, the Open Molecules 2025 dataset).

- Kohn-Sham gap: 9.83 eV
- Spin multiplicity: 1
- Max |F|: 0.5 eV Å⁻¹
- Energy above the lowest of the compared OMol25 structures with the same formula, charge and spin: 22.31 kcal/mol

XYZ file:
```
10
C3H4N2O ωB97M-V/def2-TZVPD
N -0.52 1.07 -1.41
C -0.29 0.20 -0.35
C -0.91 -0.13 0.81
N -0.05 -0.89 1.59
C 1.00 -1.04 0.86
O 0.94 -0.43 -0.34
H 0.01 0.72 -2.21
H -0.17 2.00 -1.20
H -1.92 0.05 1.14
H 1.91 -1.56 1.11
```

[12]
# C8H29N2O6

5 unconnected molecules or ions with the total composition C8H29N2O6 in a non-equilibrium geometry (ωB97M-V/def2-TZVPD, the Open Molecules 2025 dataset).

- Total charge: +1
- Kohn-Sham gap: 8.23 eV
- Spin multiplicity: 1
- Max |F|: 3.5 eV Å⁻¹

XYZ file:
```
45
C8H29N2O6 ωB97M-V/def2-TZVPD
N 1.39 -0.19 0.80
H 1.10 0.76 0.97
H 0.61 -0.70 0.42
H 1.86 -0.63 1.58
H 2.07 -0.17 0.05
C -5.92 -1.04 -0.41
C -4.60 -0.57 -0.88
C -4.40 0.93 -0.81
O -5.35 1.67 -1.58
C -4.95 2.97 -1.63
N -3.58 -1.30 -0.20
H -6.08 -0.79 0.64
H -6.02 -2.11 -0.57
H -6.67 -0.60 -1.07
H -4.49 -0.88 -1.92
H -3.36 1.12 -1.08
H -4.48 1.23 0.23
H -4.92 3.34 -0.60
H -5.77 3.40 -2.21
H -4.10 3.16 -2.29
H -3.89 -1.34 0.76
H -3.73 -2.27 -0.42
O 0.04 4.21 2.13
H 0.06 4.44 3.06
H -0.44 4.92 1.71
C 5.65 -1.09 5.14
C 4.63 -2.27 5.31
O 4.24 -2.95 4.04
O 5.02 -0.09 4.37
H 6.58 -1.32 4.62
H 5.99 -0.66 6.08
H 3.76 -1.85 5.82
H 5.03 -3.01 6.00
H 5.00 -3.47 3.76
H 4.51 0.40 5.01
C 3.12 -1.01 -4.37
C 2.16 -0.11 -5.19
O 0.94 0.10 -4.57
O 3.61 -0.22 -3.32
H 3.90 -1.43 -5.00
H 2.52 -1.83 -3.98
H 1.84 -0.70 -6.05
H 2.59 0.85 -5.47
H 0.39 0.62 -5.16
H 4.16 0.45 -3.74
```